No. 1
Computed, not measured: C40H48BrFN7O6SV as an isolated structure at a distorted geometry, with ωB97M-V/def2-TZVPD.

CARTESIAN COORDINATES (ANGSTROEM)
V  -1.8875  0.6341  0.3994
C  -4.1591  -0.7598  1.6034
C  -3.8597  -1.1739  0.1559
N  -3.4910  0.0253  -0.6470
C  -4.6770  0.8285  -1.0879
C  -4.4217  1.7512  -2.3154
S  -2.3116  2.7724  0.5970
C  -3.0068  2.8045  2.2805
C  -3.9282  1.6124  2.4642
N  -3.2478  0.3751  1.9683
H  -5.1929  -0.4453  1.7045
H  -4.0121  -1.6065  2.2649
H  -3.0061  -1.8599  0.1318
H  -4.7152  -1.6931  -0.2670
H  -2.9982  -0.3200  -1.5172
H  -5.4443  0.1237  -1.4013
H  -5.0721  1.4133  -0.2678
H  -2.7415  2.9591  -2.4090
H  -4.6824  1.2101  -3.2139
H  -2.1483  2.7722  2.9558
H  -3.5381  3.7449  2.4099
H  -4.1991  1.4978  3.5117
H  -4.8446  1.7559  1.9043
H  -2.5986  0.0792  2.7018
C  -5.1335  3.0800  -2.2633
O  -2.9118  2.0028  -2.4458
C  -2.1999  1.3519  -3.5547
C  -2.2937  1.8286  -4.8435
C  -1.6606  1.0855  -5.8151
Br  -1.7064  1.6760  -7.5993
C  -1.0208  -0.0979  -5.4702
C  -0.9634  -0.5505  -4.1526
C  -1.5474  0.2064  -3.1199
O  -1.5330  -0.1170  -1.8164
C  -0.2995  -1.8331  -3.8757
N  0.4200  -2.4730  -4.7446
C  0.8446  -3.6232  -4.1005
C  1.6569  -4.6586  -4.5611
C  1.9495  -5.6864  -3.6883
C  1.4574  -5.7001  -2.3709
C  0.6521  -4.6869  -1.8946
C  0.3521  -3.6590  -2.7881
N  -0.3614  -2.4868  -2.6613
H  -4.9634  3.6591  -3.1752
H  -4.8191  3.6612  -1.3968
H  -6.2107  2.9085  -2.1912
H  -2.8316  2.7389  -5.1003
H  -0.5532  -0.7113  -6.2326
H  0.6829  -0.3138  -1.7842
H  2.0416  -4.6427  -5.5746
H  2.5744  -6.5069  -4.0207
H  1.7115  -6.5291  -1.7203
H  0.2695  -4.7036  -0.8772
H  -0.9711  -2.2192  -1.9144
C  3.8976  -3.6345  3.5046
C  4.4090  -3.2691  2.1240
C  4.8991  -4.4773  1.3459
C  5.5648  -4.0189  0.0559
C  4.6820  -3.0580  -0.7056
C  4.8970  -2.8417  -2.0469
C  4.0859  -1.9694  -2.7717
F  4.3482  -1.7684  -4.0412
C  3.0223  -1.3368  -2.1994
C  2.7571  -1.5564  -0.8410
C  1.6530  -0.9333  -0.1924
O  0.8278  -0.1154  -0.8319
C  1.4429  -1.1779  1.1627
C  2.3411  -1.9858  1.8554
N  3.3827  -2.5439  1.2904
C  3.6116  -2.3915  -0.0804
C  0.2916  -0.6717  1.9511
O  0.0979  -0.9682  3.0865
O  -0.5979  0.1433  1.2846
H  4.6805  -4.1989  4.0070
H  3.0130  -4.2749  3.4506
H  3.6874  -2.7630  4.1271
H  5.2406  -2.5717  2.2225
H  4.0670  -5.1567  1.1375
H  5.6158  -5.0138  1.9640
H  5.8036  -4.8670  -0.5847
H  6.5146  -3.5284  0.2880
H  5.7149  -3.3431  -2.5562
H  2.4200  -0.6739  -2.8088
H  2.1767  -2.1462  2.9096
C  1.2057  4.9062  0.9259
N  0.8768  4.8449  2.3474
C  1.2675  6.0071  3.1528
C  0.3985  6.0964  4.3858
C  0.5154  4.7885  5.1320
N  0.1929  3.6660  4.2428
C  -0.1298  2.4122  4.9136
C  0.3958  3.6944  2.8883
O  0.1083  2.7026  2.1645
H  0.6837  5.7411  0.4527
H  0.9156  3.9786  0.4509
H  2.2790  5.0563  0.7870
H  1.1598  6.8961  2.5345
H  2.3200  5.9300  3.4379
H  -0.6393  6.2717  4.0950
H  0.7194  6.9212  5.0200
H  -0.1715  4.7577  5.9763
H  1.5281  4.6713  5.5268
H  -1.0781  2.4968  5.4559
H  0.6459  2.1615  5.6421
H  -0.1898  1.6107  4.1875

* E_LUMO (spin up / spin down): -9.4 / -8.6 eV
* relative energy (zero: lowest compared OMol25 entry of this formula, charge and spin): 3.789 eV
* charge: +3
* HOMO-LUMO gap (spin up / spin down): 5.22 / 5.96 eV
* max |F|: 4.3 eV/Å
* HOMO energy (spin up / spin down): -14.6032 / -14.6031 eV
* multiplicity: 2

No. 2
Computed, not measured: a 9-piece molecular cluster, C27H64ClN8O11 overall at a distorted geometry, with ωB97M-V/def2-TZVPD.

CARTESIAN COORDINATES (ANGSTROEM)
Cl  0.9294  -1.2963  -0.1454
O  0.8003  0.0869  -0.3749
O  1.7364  -1.8533  -1.2101
O  1.4935  -1.5971  1.1493
O  -0.3862  -1.9224  -0.2357
C  -3.4172  -0.4682  3.0890
C  -4.1449  0.8445  3.3522
N  -3.6901  2.0303  2.5280
C  -2.2594  2.4565  2.6990
C  -2.1702  3.1185  4.0628
C  -3.9289  1.8730  1.0742
C  -5.3656  1.6731  0.6476
H  -2.3301  -0.4865  3.1659
H  -3.6513  -0.8325  2.0887
H  -3.7896  -1.2950  3.6939
H  -5.2238  0.8434  3.1973
H  -4.0285  0.9211  4.4333
H  -1.6634  1.5440  2.7120
H  -1.8348  3.0925  1.9223
H  -2.6869  4.0696  4.1917
H  -2.5556  2.4683  4.8482
H  -1.1196  3.2913  4.2964
H  -3.3332  1.0403  0.7002
H  -3.4988  2.7423  0.5768
H  -5.4199  1.7439  -0.4388
H  -5.9204  2.5145  1.0627
H  -5.7989  0.7058  0.9020
C  3.7399  6.4265  -2.8093
O  4.6294  5.5757  -2.6012
N  2.4434  6.2971  -2.4265
C  1.5395  7.3825  -2.8008
C  1.7683  5.0965  -1.9112
H  3.8865  7.4334  -3.2298
H  1.9465  8.3292  -3.1560
H  1.0650  7.7445  -1.8887
H  0.7660  7.0847  -3.5087
H  1.1745  5.3562  -1.0349
H  1.1747  4.5998  -2.6787
H  2.5339  4.3535  -1.6879
C  -1.0046  -1.2407  7.5374
O  -1.7237  -1.1346  8.5553
N  0.0703  -0.4479  7.4393
C  0.8641  -0.4569  6.2433
C  0.5890  0.4208  8.5295
H  -1.2455  -1.8790  6.6732
H  0.5175  -1.1267  5.4563
H  1.8648  -0.7434  6.5667
H  0.9446  0.5581  5.8542
H  1.6218  0.2082  8.8055
H  0.4688  1.4539  8.2037
H  -0.0469  0.3261  9.4098
C  -1.9810  1.7685  -4.8697
O  -1.8418  2.9075  -5.3330
N  -2.5947  0.7656  -5.5246
C  -2.7041  -0.5359  -4.9326
C  -3.1025  0.9622  -6.8811
H  -1.5886  1.5066  -3.8749
H  -3.7463  -0.8545  -4.9123
H  -2.2173  -0.6276  -3.9617
H  -2.1166  -1.2299  -5.5338
H  -2.6063  0.2431  -7.5329
H  -4.1786  0.7894  -6.8919
H  -2.8895  1.9444  -7.3030
C  3.8218  1.1233  -4.7061
O  4.9577  1.4452  -4.4805
N  3.3633  0.7284  -5.8434
C  2.0746  0.0535  -6.0617
C  4.0762  0.8674  -7.1224
H  3.1759  0.8978  -3.8434
H  1.6288  -0.1219  -5.0826
H  2.1249  -0.9027  -6.5826
H  1.4299  0.7099  -6.6462
H  3.3767  1.0972  -7.9260
H  4.8146  1.6677  -7.1719
H  4.6131  -0.0364  -7.4106
C  -2.8927  -5.8426  1.9189
O  -3.9967  -5.5634  2.3661
N  -1.8091  -5.9483  2.6868
C  -0.5427  -6.2867  2.0237
C  -1.7885  -5.6311  4.0798
H  -2.6700  -6.2293  0.9124
H  -0.0126  -6.8491  2.7923
H  0.0922  -5.4428  1.7538
H  -0.6810  -6.9629  1.1801
H  -1.0973  -4.8095  4.2673
H  -2.7400  -5.3559  4.5347
H  -1.3730  -6.4537  4.6619
C  4.9108  2.4568  1.3926
O  5.5332  2.7244  0.3707
N  4.6424  3.3653  2.3516
C  3.8542  3.1189  3.5716
C  4.9995  4.7863  2.1866
H  4.4679  1.4705  1.6006
H  4.4853  3.1968  4.4569
H  3.4651  2.1011  3.6013
H  2.9890  3.7819  3.5686
H  4.2039  5.5082  2.0021
H  5.6029  5.0903  3.0420
H  5.6336  4.9202  1.3101
C  -1.0970  -5.9916  -2.9933
O  -2.3288  -6.1940  -2.9596
N  -0.1441  -6.9483  -2.9159
C  1.2706  -6.6217  -3.0796
C  -0.3798  -8.3797  -2.8409
H  -0.6014  -5.0105  -3.0558
H  1.6763  -7.0342  -4.0033
H  1.7939  -7.2076  -2.3240
H  1.5177  -5.5618  -3.1402
H  0.1445  -8.8288  -3.6845
H  0.0675  -8.7448  -1.9163
H  -1.4158  -8.7177  -2.8190

* E_LUMO: 2.1 eV
* relative energy (zero: lowest compared OMol25 entry of this formula, charge and spin): 1.674 eV
* charge: -1
* HOMO-LUMO gap: 8.27 eV
* max |F|: 5.7 eV/Å
* HOMO energy: -6.1854 eV